Entry 1:
Density functional theory data (ωB97M-V/def2-TZVPD) for a single C6H13NO molecule in a non-equilibrium geometry.

Values from the calculation:
- energy relative to the best compared isomer or geometry (same formula, charge and spin) (kJ/mol) = 167.1
- charge = 0
- E_tot (eV) = -9969.4422
- SMILES = CN1CCC[C@H]1CO
- HOMO energy (Eh) = -0.3095

Structure (XYZ):
```
21
Properties=species:S:1:pos:R:3:forces:R:3:nbo_charge:R:1
C -2.169 -0.921 0.252 -0.5534 0.0335 -0.4652 -0.401
N -0.787 -0.819 -0.157 0.0297 -0.6411 -0.0477 -0.448
C 0.110 -1.813 0.474 -0.3231 0.1533 -0.2318 -0.219
C 1.293 -1.041 1.032 0.1995 0.9389 0.7019 -0.424
C 0.924 0.466 0.948 -0.3847 -0.8815 -0.5784 -0.427
C -0.232 0.505 -0.096 0.2104 1.3772 0.5152 -0.068
C 0.170 1.146 -1.414 0.6624 -0.6373 -0.7616 -0.058
O 0.815 2.400 -1.240 -0.1233 0.1566 -0.2011 -0.722
H -2.463 -1.967 0.392 0.2439 0.2238 0.2768 0.203
H -2.394 -0.303 1.132 0.0003 -0.2876 0.2568 0.166
H -2.848 -0.574 -0.530 0.1176 0.1944 -0.1331 0.196
H 0.439 -2.506 -0.293 0.1284 -0.2702 -0.0507 0.194
H -0.431 -2.407 1.223 0.0937 0.2770 -0.0148 0.189
H 1.531 -1.222 2.077 -0.0782 -0.5824 0.0708 0.216
H 2.208 -1.226 0.473 -0.0445 -0.0172 -0.1248 0.207
H 0.447 0.878 1.842 0.6803 -0.3385 0.3046 0.207
H 1.857 0.982 0.714 -0.3954 0.4801 -0.0738 0.217
H -0.973 1.197 0.336 -0.1868 -0.1461 -0.1371 0.177
H -0.654 1.301 -2.108 -0.4223 -0.0029 0.2900 0.174
H 0.838 0.468 -1.971 0.1466 0.0633 0.2818 0.156
H 0.969 2.571 -0.310 -0.0011 -0.0933 0.1222 0.465
```
Forces are in eV/Å.

---

Entry 2:
Density functional theory data (ωB97M-V/def2-TZVPD) for a single C6H13NO molecule in a non-equilibrium geometry.

Values from the calculation:
- energy relative to the best compared isomer or geometry (same formula, charge and spin) (kJ/mol) = 254.7
- charge = 0
- E_tot (eV) = -9968.5346
- SMILES = CC(C)CCNC=O
- HOMO energy (Eh) = -0.3574

Structure (XYZ):
```
21
Properties=species:S:1:pos:R:3:forces:R:3:nbo_charge:R:1
C 2.000 -0.656 1.676 -1.0131 1.0623 -0.2718 -0.614
C 0.782 0.152 1.118 -1.2151 -3.2440 1.3832 -0.215
C 0.715 1.655 1.347 -3.6037 -1.2285 -0.7480 -0.609
C 0.424 -0.465 -0.315 2.9085 -0.4601 -1.4718 -0.407
C -1.054 -0.521 -0.546 -1.5387 0.9719 -1.2094 -0.235
N -1.484 -0.827 -1.913 0.5690 2.3889 0.8471 -0.618
C -2.112 0.198 -2.580 -2.2382 -2.9389 -2.1898 0.510
O -2.674 0.085 -3.669 1.2673 0.1236 0.7799 -0.597
H 2.743 0.007 1.340 2.1060 0.1695 -0.4744 0.197
H 2.060 -0.585 2.805 -0.2170 -0.8901 -1.3170 0.217
H 2.015 -1.616 1.080 0.4111 0.8112 1.7124 0.217
H -0.013 -0.201 1.818 -0.1659 -0.1424 -0.9758 0.187
H 1.615 2.133 1.311 2.4397 1.3892 0.0256 0.205
H 0.080 1.945 2.255 1.1832 -0.4320 -1.2241 0.217
H 0.130 1.900 0.439 0.1557 0.9840 0.5634 0.212
H 1.030 0.004 -1.270 -1.5948 -0.5241 2.4496 0.218
H 0.829 -1.609 -0.416 -1.0082 2.6267 0.5596 0.204
H -1.471 -1.268 0.091 -0.3629 -0.5086 0.7446 0.195
H -1.678 0.407 -0.400 1.3702 -0.5127 0.8736 0.194
H -1.540 -1.769 -2.181 -0.1106 -0.9855 -0.9700 0.405
H -2.396 1.032 -1.990 0.6576 1.3396 0.9129 0.118
```
Forces are in eV/Å.

---

Entry 3:
Density functional theory data (ωB97M-V/def2-TZVPD) for an isolated ion of composition C6H13NO and charge +1 in a non-equilibrium geometry.

Values from the calculation:
- energy relative to the best compared isomer or geometry (same formula, charge and spin) (kJ/mol) = 212.1
- charge = +1
- E_tot (eV) = -9960.1605
- HOMO energy (spin up / spin down) (Eh) = -0.5288 / -0.4917
- spin multiplicity = 2

Structure (XYZ):
```
21
Properties=species:S:1:pos:R:3:forces:R:3:lowdin_spin:R:1
C 0.609 -0.627 -1.361 -0.1368 0.6753 -1.5030 0.077
O 1.861 -0.490 -1.970 -0.3380 -1.1703 0.2239 0.099
C 0.769 -0.910 0.191 0.0027 -0.1814 -0.4652 0.112
C -0.573 -0.369 0.765 -0.5510 0.1898 -0.4706 0.072
C -0.904 1.064 0.469 1.0148 -1.0875 1.8723 0.087
C -2.203 1.335 0.228 -0.1306 1.2313 -0.4392 0.228
C 0.131 2.122 0.888 -2.2981 -0.3974 -0.8231 0.007
N 0.765 -2.334 0.471 2.0677 1.9490 -0.9737 0.241
H 0.177 0.357 -1.627 -0.3543 -0.0156 1.2277 0.010
H -0.108 -1.345 -1.800 0.6501 -0.1663 -0.0213 -0.001
H 2.165 -1.347 -2.298 0.1865 0.1088 -0.1300 0.002
H 1.716 -0.346 0.370 -0.7499 -0.8366 0.9316 -0.001
H -1.278 -1.031 0.228 -0.3106 0.3378 0.7431 0.002
H -0.579 -0.622 1.849 0.0838 0.3324 -0.5875 0.023
H -2.509 2.381 0.149 -0.0748 -0.3062 0.0931 0.009
H -2.982 0.593 0.162 0.0736 -0.2483 -0.1978 0.008
H 0.054 2.210 1.987 0.3062 0.0510 -0.4479 0.004
H -0.246 3.037 0.403 0.8104 0.0104 0.4205 0.000
H 1.110 1.819 0.562 0.4647 0.2835 0.0101 0.002
H 1.736 -2.632 0.582 -0.5127 -0.5360 0.2658 0.009
H 0.287 -2.864 -0.248 -0.2038 -0.2237 0.2712 0.009
```
Forces are in eV/Å.

---

Entry 4:
Density functional theory data (ωB97M-V/def2-TZVPD) for a 2-piece molecular cluster, C6H13NO overall in a non-equilibrium geometry.

Values from the calculation:
- energy relative to the best compared isomer or geometry (same formula, charge and spin) (kJ/mol) = 203.9
- charge = +1
- E_tot (eV) = -9960.2452
- HOMO energy (spin up / spin down) (Eh) = -0.5214 / -0.5214
- spin multiplicity = 2

Structure (XYZ):
```
21
Properties=species:S:1:pos:R:3:forces:R:3:lowdin_spin:R:1
C -1.014 2.970 0.540 0.1737 0.3716 1.0980 0.006
C -0.280 1.997 -0.396 1.0429 1.5662 -0.4294 0.040
C 0.063 0.718 0.398 0.0855 -0.4568 2.1525 0.061
C 1.090 -0.216 -0.096 0.6315 1.1549 -0.9816 0.327
C 0.882 -1.044 -1.169 -0.1676 -1.9323 -1.3150 0.162
N 1.806 -1.874 -1.725 -1.5668 0.3115 1.9791 0.325
C 2.030 -3.110 -1.627 1.8387 0.7061 -0.7559 0.024
H -0.457 3.883 0.685 1.0026 -0.0108 0.3306 0.001
H -1.927 3.484 0.278 -0.8030 -0.9675 -0.7688 0.001
H -1.145 2.503 1.528 -0.2044 0.3573 -0.3051 0.000
H -0.888 1.757 -1.268 0.1902 -0.1761 -0.0183 0.000
H 0.647 2.533 -0.739 -0.7638 -0.7691 0.0800 0.000
H 0.324 0.917 1.491 -0.2432 0.2432 -1.4902 0.002
H -0.909 0.249 0.433 -0.3395 -0.7248 0.1216 0.013
H 2.130 -0.138 0.217 -0.1929 0.0062 0.3694 0.011
H -0.086 -1.187 -1.647 -0.0606 0.6391 0.0149 0.005
H 1.580 -3.824 -0.945 -0.4254 0.2588 0.1124 0.015
H 2.899 -3.412 -2.206 -0.2627 -0.5805 -0.1819 0.007
H -2.371 -0.224 3.317 0.4135 0.1975 -0.6693 0.000
H -3.767 -0.320 3.520 -0.5932 0.1855 -0.8026 0.000
O -3.170 -0.118 2.776 0.2442 -0.3800 1.4595 0.000
```
Forces are in eV/Å.